(1)
The following is a DFT calculation (wB97M-V/def2-TZVPD) of a cluster of 15 separate species, C3H38NO14 in total in a non-equilibrium geometry.

Last column: Mulliken spin population.
Geometry (Å):
C -0.4420 2.5117 -0.0590  0.035
C -0.5322 1.3557 0.9264  0.074
N -0.1708 0.0905 0.3600  0.089
C -0.6740 -1.0239 1.2017  0.009
H -0.9009 2.1688 -0.9853  0.029
H -1.0552 3.3075 0.3638  0.001
H 0.5811 2.8669 -0.1460  0.010
H 0.1363 1.5503 1.8238  0.134
H -1.5009 1.3249 1.4500  0.038
H 0.9274 -0.0056 0.2766  0.029
H -0.5766 -0.1410 -0.6154  0.029
H -0.5708 -0.7364 2.2544  0.021
H -0.1752 -1.9735 1.0279  -0.002
H -1.7368 -1.1915 1.0314  0.008
H 2.5001 -0.2863 1.4288  0.000
H 1.9497 -0.1455 2.8645  -0.001
O 2.1150 -0.7818 2.1634  0.000
H 2.4450 1.1459 -0.5093  -0.002
H 2.3434 -0.3549 -1.0522  -0.002
O 2.4278 0.2121 -0.2585  0.042
H 2.3023 -0.4981 -3.5312  0.000
H 0.9360 -0.6783 -2.7803  -0.001
O 1.7102 -0.1038 -2.8813  0.000
H -1.2256 2.3687 -3.0130  0.000
H -2.7177 2.2541 -3.2835  0.000
O -1.9477 1.7229 -3.0459  0.006
H -0.2715 1.3433 4.4039  -0.012
H 0.4020 -0.0624 4.3902  -0.010
O 0.3900 0.8258 3.9148  0.261
H 4.6192 3.3158 1.6594  0.000
H 3.2547 3.8176 2.1511  0.000
O 3.6716 3.1656 1.5800  0.001
H 1.9107 -3.0796 -0.9676  0.000
H 1.1905 -3.6175 -2.2210  0.000
O 1.5075 -2.8098 -1.8068  0.000
H 0.9740 -2.1226 3.6026  -0.001
H 2.1682 -1.6367 4.4520  0.000
O 1.2075 -1.6173 4.3865  0.006
H -4.7914 -0.8279 -0.4883  0.000
H -4.4424 -0.5756 -2.0119  0.000
O -4.1040 -0.5832 -1.1130  0.002
H -5.0859 1.4140 1.3423  -0.001
H -3.8892 2.3236 1.8017  -0.001
O -4.4498 1.5838 2.0419  0.018
H 1.1469 1.5798 -2.7106  0.000
H 0.9543 2.6739 -3.6755  -0.001
O 0.7099 2.4656 -2.7609  0.010
H -3.2580 -3.1504 -2.4501  0.000
H -2.5728 -2.6769 -3.7432  0.000
O -2.9658 -2.3609 -2.9203  0.005
H 2.3006 -2.5050 1.1380  0.000
H 2.9891 -3.7704 1.5443  0.000
O 2.3037 -3.4500 0.9437  0.000
H -1.7715 -1.2324 -2.0754  -0.009
H -1.5873 0.1894 -2.3107  -0.009
O -1.0131 -0.5908 -2.0644  0.196

Cartesian forces (eV/Å) of the 6 atoms listed first:
C -0.267 -0.294 1.514
C -0.724 0.800 -0.867
N 0.391 -1.425 2.108
C -0.434 -0.461 0.537
H 0.303 0.137 -0.267
H 0.187 0.197 -0.113

Molecular weight: 312.330 g/mol
E_LUMO (spin up / spin down): -5.06 / -13.15 eV
Multiplicity: 2
Total energy: -1244.52969 hartree
<S²>: 0.755
Orbital gap (spin up / spin down): 11.574 / 3.480 eV
Highest occupied orbital energy (spin up / spin down): -16.64 / -16.63 eV
Net charge: +2

---

(2)
The following is a DFT calculation (wB97M-V/def2-TZVPD) of a structure of composition C10H13ClN2O3Tc in a non-equilibrium geometry.

Last column: Mulliken spin population.
Geometry (Å):
Cl 1.2682 -1.5153 -2.0164  0.335
C 1.4126 1.9940 -0.1228  -0.073
C 0.0993 2.3621 0.3516  0.351
C -0.8307 2.1378 -0.6995  -0.067
H -0.1217 2.7977 1.3345  0.074
C -0.1138 1.6162 -1.8626  0.272
C 1.2800 1.5378 -1.4606  0.244
H 2.0664 1.1365 -2.1020  0.020
H 2.3469 2.0626 0.4498  0.003
H -1.9092 2.3530 -0.6866  0.001
C -0.6764 1.2538 -3.1714  0.015
Tc 0.0695 -0.0843 -0.1223  1.677
C -1.3329 -1.2899 -0.5716  -0.046
O -2.1396 -2.0587 -0.8526  0.058
C 1.1541 -1.2310 0.9446  -0.015
O 1.8218 -2.0153 1.5266  0.026
H -1.6873 0.8528 -3.0532  0.014
H -0.0437 0.4898 -3.6288  -0.003
H -0.7206 2.1287 -3.8259  0.041
C -1.4865 1.6724 4.0998  0.000
N -1.6922 0.2423 3.7749  0.023
C -1.3083 -0.3545 2.6663  -0.001
N -1.4700 -1.6840 2.4710  0.002
O -0.7447 0.4198 1.7460  0.048
H -0.9892 2.1980 3.2986  -0.002
H -0.8882 1.7270 4.9989  0.001
H -2.4589 2.1163 4.2844  0.001
H -2.1234 -0.3280 4.4574  0.000
H -1.1441 -2.1806 1.6507  -0.002
H -1.9036 -2.1936 3.1931  0.001

Cartesian forces (eV/Å) of the 6 atoms listed first:
Cl -1.276 1.565 1.869
C 0.395 -1.194 -0.248
C -0.244 1.647 -0.652
C -0.083 -0.791 -0.156
H 0.158 -0.246 -0.717
C -0.510 1.031 1.044

Molecular weight: 342.678 g/mol
E_LUMO (spin up / spin down): -8.41 / -11.77 eV
Multiplicity: 4
Relative energy (zero: lowest compared OMol25 entry of this formula, charge and spin): 48.60 kJ/mol
Total energy: -1264.41073 hartree
<S²>: 3.776
Orbital gap (spin up / spin down): 7.560 / 5.466 eV
Highest occupied orbital energy (spin up / spin down): -15.97 / -17.23 eV
Net charge: +2

---

(3)
The following is a DFT calculation (wB97M-V/def2-TZVPD) of an isolated molecule of C7H11NO2 in a non-equilibrium geometry.

Last column: Löwdin charge in e.
Geometry (Å):
C 2.8622 0.1069 0.6349  -0.130
O 2.2371 -0.8984 -0.1023  -0.191
N 0.8137 -0.7277 -0.1906  0.059
C 0.1687 -1.8063 -0.1522  -0.159
C -1.2602 -1.9446 -0.0883  -0.090
C -1.9347 -1.1115 0.7111  -0.074
C -1.3724 0.1967 0.9834  -0.078
C -0.8782 1.0603 0.0605  -0.334
C -0.9760 1.1779 -1.5087  -0.003
O -0.2865 2.1909 0.5721  0.024
H 3.8850 -0.0320 0.2845  0.083
H 2.5992 -0.0809 1.6654  0.073
H 2.5842 1.2381 0.4722  0.108
H 0.6590 -2.7501 -0.2280  0.118
H -1.5773 -2.9196 -0.4704  0.105
H -2.9016 -1.2988 1.0331  0.082
H -1.4294 0.6646 1.8906  0.085
H -1.6865 2.0749 -1.5862  0.108
H -1.2813 0.3247 -2.0783  0.064
H -0.0824 1.5862 -1.9323  0.061
H -0.1427 2.9486 0.0293  0.088

Cartesian forces (eV/Å) of the 6 atoms listed first:
C -0.508 1.917 -0.371
O -1.577 -0.864 -1.309
N 1.807 1.303 0.198
C 0.454 -0.684 -1.067
C 0.088 -0.631 0.169
C 1.121 1.300 -1.282

Molecular weight: 141.170 g/mol
E_LUMO: 0.79 eV
Structure (SMILES): CO/N=C/C=C\C=C(/C)O
Relative energy (zero: lowest compared OMol25 entry of this formula, charge and spin): 538.25 kJ/mol
Total energy: -478.39178 hartree
Orbital gap: 8.732 eV
Highest occupied orbital energy: -7.94 eV

---

(4)
The following is a DFT calculation (wB97M-V/def2-TZVPD) of a structure of composition C2H4N2O2 in a non-equilibrium geometry.

Last column: Löwdin charge in e.
Geometry (Å):
C -0.4610 -0.9268 0.7084  -0.429
C 1.2041 0.8586 -0.1902  -0.329
N 1.2445 -0.5278 -0.0357  0.083
N -1.3467 -0.5349 -0.1984  0.128
O -0.4408 -1.4584 1.7705  0.106
O 0.9780 0.1300 -1.2674  -0.080
H 0.2553 1.2729 0.2266  0.109
H 1.9130 1.6289 -0.0937  0.102
H -0.9512 -0.0145 -1.0424  0.126
H -2.3953 -0.4280 0.1223  0.185

Cartesian forces (eV/Å) of the 6 atoms listed first:
C 3.109 0.051 -0.612
C -3.056 2.819 3.056
N -1.827 -2.248 2.028
N -2.262 0.934 -0.023
O -0.416 0.520 -0.839
O -0.363 -1.131 -3.633

Molecular weight: 88.066 g/mol
E_LUMO: 0.55 eV
Relative energy (zero: lowest compared OMol25 entry of this formula, charge and spin): 498.98 kJ/mol
Total energy: -338.46315 hartree
Orbital gap: 9.774 eV
Highest occupied orbital energy: -9.22 eV

---

(5)
The following is a DFT calculation (wB97M-V/def2-TZVPD) of a cluster of 4 separate species, C31H30N3O14P in total in a non-equilibrium geometry.

Last column: Löwdin charge in e.
Geometry (Å):
C -2.5357 4.3273 -0.2105  -0.131
O -2.3491 2.9337 -0.1530  -0.183
C -2.5302 2.3238 -1.4161  -0.244
C -3.0256 0.8968 -1.2427  -0.155
C -2.6769 0.0081 -2.4484  -0.175
C -1.9977 -1.3234 -2.0309  -0.126
C -0.5084 -1.1741 -2.1651  -0.261
C 0.0776 -1.0294 -3.4510  -0.079
N 1.3489 -0.8783 -3.6721  0.146
C 2.1045 -0.8404 -2.5343  -0.219
C 3.5046 -0.6521 -2.6468  -0.015
C 4.3107 -0.6150 -1.5393  -0.066
C 3.7469 -0.7815 -0.2502  -0.091
C 2.3929 -0.9582 -0.1026  -0.270
P 1.7660 -1.1796 1.6278  0.875
N 0.3085 -0.3219 1.8316  -0.169
O 1.2457 -2.7526 1.6509  -0.318
C 1.5550 -0.9891 -1.2538  -0.203
N 0.2113 -1.1773 -1.0766  0.175
H -2.0029 4.7896 -1.0397  0.073
H -3.5999 4.5675 -0.2789  0.086
H -2.1603 4.7701 0.7102  0.087
H -3.2629 2.9090 -1.9821  0.120
H -1.5920 2.3635 -1.9836  0.125
H -2.6254 0.4978 -0.3138  0.107
H -4.1090 0.9598 -1.1565  0.115
H -3.5342 -0.1977 -3.0852  0.109
H -1.9813 0.5730 -3.0702  0.092
H -2.2068 -1.5113 -0.9823  0.103
H -2.3517 -2.1603 -2.6297  0.115
H -0.5790 -1.0633 -4.3133  0.122
H 3.9256 -0.5134 -3.6319  0.111
H 5.3683 -0.4449 -1.6764  0.103
H 4.4054 -0.7533 0.6078  0.088
H -0.4558 -0.6348 1.2440  0.011
H 0.4307 0.6796 1.7794  0.034
H 0.4907 -2.7975 1.0336  0.004
O -3.4688 5.9614 -2.6743  0.089
C -3.8083 7.1304 -2.6337  -0.303
C -3.7239 7.9524 -1.4405  0.078
C -4.1354 9.2271 -1.4808  -0.235
O -4.0855 10.0344 -0.4301  0.121
C -4.6919 9.8430 -2.7363  -0.314
O -5.0601 11.0008 -2.6855  0.112
C -4.7550 9.0260 -3.9360  0.076
C -4.3405 7.7531 -3.8955  -0.235
O -4.3682 6.9507 -4.9531  0.117
H -3.3249 7.5003 -0.5433  0.133
H -4.4439 10.8917 -0.7313  0.122
H -5.1409 9.4824 -4.8363  0.137
H -4.0171 6.0921 -4.6489  0.119
O 8.1547 -3.4339 5.8191  0.101
C 7.2265 -2.8992 5.2394  -0.319
C 6.2781 -3.6108 4.4031  0.071
C 5.2935 -2.9378 3.7891  -0.233
O 4.3914 -3.5271 3.0171  0.110
C 5.1416 -1.4477 3.9367  -0.311
O 4.2340 -0.9166 3.3263  0.033
C 6.0782 -0.7387 4.7948  0.075
C 7.0571 -1.4141 5.4094  -0.240
O 7.9478 -0.8333 6.2071  0.111
H 6.3990 -4.6801 4.3031  0.134
H 3.7865 -2.8227 2.7014  0.078
H 5.9493 0.3285 4.9074  0.134
H 8.5382 -1.5485 6.5128  0.118
O -0.6058 -4.3311 0.9471  0.080
C -0.9811 -5.4867 1.0064  -0.287
C -2.3730 -5.8871 1.0753  0.078
C -2.6843 -7.1882 1.1490  -0.235
O -3.9334 -7.6291 1.2111  0.118
C -1.6262 -8.2594 1.1667  -0.316
O -1.9943 -9.4160 1.2529  0.108
C -0.2350 -7.8563 1.0782  0.076
C 0.0782 -6.5548 1.0024  -0.227
O 1.3277 -6.1180 0.9243  0.128
H -3.1237 -5.1096 1.0627  0.135
H -3.8720 -8.6030 1.2589  0.121
H 0.5155 -8.6338 1.0782  0.136
H 1.2877 -5.1405 0.8976  0.109

Cartesian forces (eV/Å) of the 6 atoms listed first:
C 0.017 0.163 0.390
O 0.047 -0.170 0.080
C -0.052 0.291 0.054
C -0.254 0.277 -0.498
C 0.183 -0.187 0.151
C 0.157 0.626 -0.205

Molecular weight: 699.562 g/mol
E_LUMO: -1.70 eV
Structure (SMILES): COCCCCc1cnc2cccc(P(N)O)c2n1.O=C1C=C(O)C(=O)C=C1O.O=C1C=C(O)C(=O)C=C1O.O=C1C=C(O)C(=O)C=C1O
Relative energy (zero: lowest compared OMol25 entry of this formula, charge and spin): 0.00 kJ/mol
Total energy: -2758.27420 hartree
Orbital gap: 6.288 eV
Highest occupied orbital energy: -7.99 eV

---

(6)
The following is a DFT calculation (wB97M-V/def2-TZVPD) of an isolated molecule of C21H23FN6O3 in a non-equilibrium geometry.

Last column: Löwdin charge in e.
Geometry (Å):
C 6.8364 2.0071 0.3692  -0.004
C 5.6404 1.2159 -0.0170  -0.317
C 5.4858 0.1874 -0.9076  -0.017
C 4.1271 -0.1805 -0.8615  0.006
C 3.5440 0.6548 0.0595  -0.225
C 2.1870 0.7055 0.5009  -0.254
N 1.2335 -0.1304 0.0321  0.123
N 0.1469 0.1782 0.6450  0.072
N 0.4194 1.1671 1.4587  -0.156
C -0.5564 1.7628 2.3235  -0.005
C -1.7306 0.7762 2.4259  -0.447
O -1.8034 -0.0062 3.3481  0.087
N -2.6042 0.7948 1.3948  -0.015
C -3.6496 -0.2091 1.3395  -0.022
C -3.4202 -1.3501 0.3330  -0.479
O -4.3647 -1.8832 -0.2114  0.060
N -2.1395 -1.6993 0.1539  0.099
C -1.7286 -2.7980 -0.6915  -0.280
C -1.0388 -3.9042 0.1279  -0.133
C 0.0815 -4.4128 -0.7728  -0.195
C 0.5839 -3.1370 -1.4402  -0.203
C -0.6966 -2.3612 -1.7548  -0.135
C -2.6239 1.7872 0.3781  -0.235
C -2.3093 1.4611 -0.9355  0.011
C -2.3584 2.4312 -1.9201  0.019
C -2.7270 3.7195 -1.5756  -0.271
F -2.7695 4.6666 -2.5297  0.067
C -3.0587 4.0625 -0.2763  0.006
C -3.0107 3.0856 0.7003  -0.015
N 1.6772 1.5371 1.4095  0.206
O 4.4655 1.5020 0.5700  0.102
H 7.7067 1.6450 -0.1691  0.085
H 6.6843 3.0607 0.1385  0.087
H 7.0148 1.9232 1.4403  0.087
H 6.2501 -0.2498 -1.5167  0.110
H 3.6312 -0.9477 -1.4188  0.110
H -0.1091 1.8887 3.3131  0.141
H -0.8527 2.7373 1.9279  0.120
H -3.7200 -0.6628 2.3336  0.136
H -4.6049 0.2623 1.0963  0.141
H -1.3936 -1.1928 0.6159  0.098
H -2.6425 -3.1710 -1.1609  0.144
H -0.6125 -3.4618 1.0302  0.116
H -1.7343 -4.6862 0.4262  0.112
H -0.3217 -5.0944 -1.5236  0.112
H 0.8596 -4.9324 -0.2158  0.106
H 1.1758 -3.3350 -2.3326  0.105
H 1.1919 -2.5630 -0.7404  0.080
H -0.5172 -1.2885 -1.7119  0.079
H -1.0617 -2.6093 -2.7511  0.111
H -2.0292 0.4515 -1.1856  0.100
H -2.1160 2.1983 -2.9444  0.123
H -3.3556 5.0730 -0.0455  0.121
H -3.2816 3.3241 1.7185  0.128

Cartesian forces (eV/Å) of the 6 atoms listed first:
C -0.358 0.059 0.140
C 0.619 -0.555 -0.674
C 0.246 0.537 0.421
C -0.623 0.515 0.631
C 0.592 -0.838 -0.939
C -0.869 0.489 0.648

Molecular weight: 426.452 g/mol
E_LUMO: 0.55 eV
Structure (SMILES): Cc1ccc(-c2nnn(CC(=O)N(CC(=O)NC3CCCC3)c3ccc(F)cc3)n2)o1
Total energy: -1468.15908 hartree
Orbital gap: 9.041 eV
Highest occupied orbital energy: -8.49 eV

---

(7)
The following is a DFT calculation (wB97M-V/def2-TZVPD) of a cluster of 2 separate species, C3H10NO2 in total in a non-equilibrium geometry.

Last column: Mulliken spin population.
Geometry (Å):
O -0.7464 -2.7357 1.0292  0.682
C -0.4725 -1.6050 0.9107  -0.004
C -0.8508 -0.7377 -0.4018  0.196
N -0.4091 0.7117 -0.1648  -0.006
C -0.4204 1.4172 -1.5000  0.004
H 0.0235 -0.9476 1.6806  0.095
H -0.1643 -1.1154 -1.1719  -0.005
H -1.8588 -0.9259 -0.7691  -0.001
H -1.0174 1.2260 0.4749  0.001
H 0.5578 0.5260 0.1295  0.001
H -1.4750 1.5447 -1.7331  0.001
H -0.1530 0.7958 -2.3667  0.001
H 0.1633 2.3323 -1.4486  0.003
H 2.5945 -0.4522 1.1145  -0.001
H 2.3409 0.0711 2.5184  -0.001
O 1.8876 -0.1054 1.6984  0.034

Cartesian forces (eV/Å) of the 6 atoms listed first:
O 0.123 -0.351 0.092
C -1.137 1.242 -0.882
C 1.091 0.049 0.238
N -0.064 -2.480 -1.622
C -1.050 -0.053 -0.966
H 0.636 -0.432 0.401

Molecular weight: 92.118 g/mol
E_LUMO (spin up / spin down): -10.43 / -14.22 eV
Multiplicity: 2
Relative energy (zero: lowest compared OMol25 entry of this formula, charge and spin): 143.40 kJ/mol
Total energy: -324.72552 hartree
<S²>: 0.759
Orbital gap (spin up / spin down): 10.621 / 6.745 eV
Highest occupied orbital energy (spin up / spin down): -21.05 / -20.96 eV
Net charge: +2

---

- What is the formula in the fourth record?
  C2H4N2O2

---

- Which of these has the lowest total energy?
  C31H30N3O14P